Record 1
11 unconnected molecules or ions with the total composition C42H109N3O24S8. Source: the OMol25 dataset; level of theory: ωB97M-V/def2-TZVPD.

Values from the calculation:
- multiplicity = 1
- SMILES = CCOS(C)(=O)=O.CCOS(C)(=O)=O.CCOS(C)(=O)=O.CCOS(C)(=O)=O.CCOS(C)(=O)=O.CCOS(C)(=O)=O.CCOS(C)(=O)=O.CCOS(C)(=O)=O.CCN(CC)CC.CCN(CC)CC.CCN(CC)CC
- total charge = 0
- energy relative to the best compared isomer or geometry (same formula, charge and spin) (eV) = 1.9881
- HOMO level (eV) = -8.3
- energy (eV) = -185607.724

```
186
Properties=species:S:1:pos:R:3:forces:R:3
C -6.17819 -1.79152 -6.86586 0.710 -0.573 -0.033
C -5.63104 -2.59865 -5.66377 -1.538 0.685 -0.283
N -6.33606 -2.19269 -4.43635 1.179 -0.134 0.228
C -7.67114 -2.72510 -4.24669 -0.010 0.310 -0.136
C -8.47315 -1.83541 -3.31622 -1.210 -0.669 0.553
C -5.42563 -2.37257 -3.29218 -0.472 0.158 -0.276
C -4.66071 -1.10782 -2.98762 0.671 -0.186 0.863
H -6.58809 -0.85050 -6.50888 -0.162 -0.014 -0.073
H -6.89948 -2.37237 -7.43937 -0.241 0.231 0.076
H -5.35193 -1.56960 -7.54579 -0.096 0.056 -0.077
H -5.79593 -3.66947 -5.83882 0.420 -0.137 -0.047
H -4.57281 -2.37185 -5.56370 0.037 -0.153 0.250
H -8.17317 -2.80149 -5.21362 0.093 0.091 -0.057
H -7.68303 -3.73823 -3.81679 0.207 -0.127 -0.054
H -9.43471 -2.32373 -3.10669 0.101 -0.190 -0.016
H -7.99861 -1.78143 -2.33560 0.128 0.398 -0.096
H -8.79890 -0.86072 -3.67644 0.733 0.153 -0.219
H -4.74443 -3.21023 -3.48722 0.005 -0.099 0.142
H -5.96648 -2.59430 -2.36772 -0.260 -0.256 -0.275
H -3.83937 -0.84118 -3.65564 -0.351 0.032 -0.403
H -4.15361 -1.29623 -2.03269 -0.033 0.292 0.056
H -5.37829 -0.30037 -2.84788 0.185 0.186 -0.133
C 1.49600 0.60625 2.00063 1.149 -0.633 -0.125
C 0.78471 -0.56209 1.28578 1.201 1.251 0.157
N 0.07533 -0.05008 0.13293 -1.251 -0.429 -0.786
C 0.90812 0.57305 -0.89112 -0.394 0.588 0.739
C 0.11171 1.52994 -1.78647 0.727 -0.180 0.093
C -0.71217 -1.10977 -0.51855 -0.477 0.516 0.731
C -2.07095 -1.28957 0.16357 0.350 -0.488 -0.557
H 2.06073 0.27902 2.87899 -0.480 -0.188 0.261
H 0.88582 1.47195 2.24894 -0.281 -0.152 -0.063
H 2.33133 0.91009 1.36395 -0.200 0.381 -0.040
H 1.57162 -1.23579 0.92457 0.078 -0.363 0.266
H 0.16992 -1.09363 2.01028 -0.459 -0.026 -0.357
H 1.58006 1.24833 -0.36012 0.312 -0.219 -0.229
H 1.51814 -0.15734 -1.44233 -0.049 -0.109 -0.124
H -0.26842 2.29888 -1.11445 -0.037 0.242 -0.282
H 0.86312 1.93283 -2.46943 -0.258 0.437 -0.091
H -0.70985 1.17726 -2.40693 0.056 -0.453 0.198
H -0.12102 -2.03655 -0.49425 -0.125 -0.195 -0.273
H -0.92494 -0.80292 -1.53963 0.300 -0.219 -0.142
H -1.93068 -1.55296 1.21105 -0.306 0.196 0.107
H -2.61862 -2.09495 -0.33626 0.049 -0.157 0.166
H -2.67142 -0.39401 0.00952 0.086 0.148 0.412
C 2.38360 -1.90672 9.62771 -0.281 -0.803 -0.270
C 1.49734 -1.19149 8.58606 0.947 0.482 0.937
N 2.32059 -0.50730 7.58727 -0.582 0.518 -0.034
C 3.19837 -1.34907 6.76392 -0.817 0.179 0.958
C 4.21264 -0.53826 5.96016 -0.511 -0.377 0.142
C 1.53102 0.49111 6.85434 -0.093 -1.250 -0.521
C 0.37160 -0.11630 5.99504 0.872 0.852 1.287
H 3.41826 -1.56893 9.61042 -0.057 0.177 -0.108
H 2.36989 -2.97787 9.40892 0.288 -0.032 0.094
H 2.03696 -1.82076 10.65754 -0.233 0.217 -0.100
H 0.72060 -1.87401 8.22524 0.148 -0.194 -0.419
H 0.94877 -0.41193 9.11912 -0.032 0.168 -0.149
H 3.69793 -1.97431 7.50685 0.343 -0.095 -0.308
H 2.59229 -2.04628 6.16659 0.148 0.029 -0.452
H 3.74687 0.14628 5.25231 -0.065 -0.124 -0.093
H 4.79748 0.06724 6.65074 0.240 -0.118 -0.075
H 4.82362 -1.23364 5.38531 0.284 0.171 0.064
H 2.23869 1.01681 6.21888 -0.216 0.382 0.071
H 1.06418 1.14978 7.58611 0.281 0.288 -0.026
H 0.74946 -0.92735 5.37811 -0.240 0.074 -0.307
H -0.07500 0.71581 5.45272 -0.148 -0.324 -0.410
H -0.34447 -0.47968 6.73115 -0.283 -0.260 -0.364
O 6.15441 5.87284 0.94243 -0.587 0.268 -0.049
S 4.93619 6.23670 0.28360 -1.173 0.184 -0.789
O 4.80200 6.02648 -1.14277 0.079 0.377 1.002
O 3.77356 5.39679 1.02107 1.353 -0.463 0.603
C 2.38924 5.56167 0.71678 0.419 1.342 -0.769
C 1.90575 4.70379 -0.43669 -0.709 0.522 0.195
C 4.47682 7.97079 0.72719 0.759 -1.879 0.799
H 2.30099 6.64418 0.55224 -0.655 -0.236 -0.390
H 1.82104 5.40470 1.63430 0.329 -0.438 0.057
H 0.81781 4.82031 -0.37676 -0.062 -0.603 -0.115
H 2.22569 3.66909 -0.32951 -0.219 -0.064 0.142
H 2.14195 5.03424 -1.44658 0.532 0.236 0.216
H 4.24600 7.87329 1.78967 -0.158 0.191 -0.032
H 3.61211 8.32784 0.18413 0.280 0.156 -0.321
H 5.42385 8.49767 0.65917 -0.232 0.376 -0.460
O 0.97998 -0.20106 -5.36049 -0.794 -0.335 -0.287
S 0.30982 -1.36727 -4.86376 0.045 -0.733 0.701
O -0.84204 -1.29359 -3.99533 0.574 0.382 -0.220
O -0.17748 -2.27902 -6.10913 1.584 1.029 0.052
C -1.15806 -3.29827 -5.91097 -0.247 -0.350 1.115
C -0.94206 -4.41916 -6.90522 0.085 0.378 -0.462
C 1.58989 -2.39908 -4.12305 -1.337 -0.586 -1.023
H -2.10882 -2.76178 -5.92545 -0.214 -0.548 -0.342
H -1.07658 -3.73457 -4.91075 0.152 0.323 0.096
H -1.32667 -5.37030 -6.53975 -0.478 0.172 -0.067
H 0.12043 -4.61437 -7.05985 0.069 0.316 0.085
H -1.37030 -4.13476 -7.86592 -0.021 -0.371 -0.074
H 2.10140 -1.96959 -3.26949 -0.120 0.327 -0.093
H 2.24043 -2.66217 -4.95454 0.277 0.187 0.268
H 1.02724 -3.29358 -3.84590 0.248 -0.076 0.298
O -2.06118 4.85001 -5.67282 -0.176 -0.975 0.181
S -1.82253 3.47226 -5.31703 0.786 -0.650 -0.939
O -1.54893 3.13568 -3.95033 -0.440 0.111 0.038
O -3.00451 2.49038 -5.89509 0.903 0.783 0.046
C -4.15232 2.34315 -5.08176 -0.959 -0.070 2.000
C -5.19573 3.45021 -5.23946 -0.064 0.016 -0.356
C -0.49760 2.80203 -6.35275 -0.774 0.370 0.472
H -3.85453 2.30261 -4.02497 0.300 0.235 -0.126
H -4.56887 1.33869 -5.17577 0.119 0.074 -0.941
H -6.21685 3.08655 -5.11554 0.093 -0.271 -0.051
H -5.11865 3.87881 -6.23929 -0.056 0.052 0.023
H -5.08867 4.25064 -4.50774 0.326 0.029 -0.094
H -0.76253 3.11969 -7.35748 0.330 -0.083 -0.102
H -0.41677 1.72330 -6.24871 -0.313 -0.006 0.041
H 0.43305 3.22519 -5.98214 -0.084 0.320 -0.138
O -2.38353 5.40701 4.04824 -0.618 0.064 0.326
S -2.28398 4.33206 3.12170 0.891 -0.852 -2.102
O -1.94163 2.98751 3.53711 -0.370 1.112 -0.162
O -3.66479 4.28209 2.25571 1.199 0.605 1.107
C -3.89319 3.16810 1.40561 -0.316 -1.293 -1.433
C -3.21530 3.17030 0.02366 -0.428 1.343 0.597
C -1.09156 4.90425 1.82803 -0.768 -0.086 1.769
H -4.96095 3.22670 1.19231 -0.044 -0.270 0.461
H -3.60845 2.22283 1.87128 -0.352 0.210 0.500
H -3.51042 4.10043 -0.47345 0.447 0.089 -0.059
H -3.64868 2.39959 -0.61014 0.269 -0.401 0.258
H -2.13555 3.10156 0.12606 -0.033 -0.215 -0.424
H -1.66205 5.55557 1.17356 0.103 -0.325 -0.404
H -0.59347 4.02890 1.42622 -0.100 0.131 -0.389
H -0.40742 5.52440 2.40656 0.210 -0.169 -0.083
O 4.51135 -3.17972 -4.53657 0.612 -0.533 0.316
S 5.40073 -3.63345 -3.48980 0.082 1.377 0.605
O 6.76750 -3.97045 -3.79212 -0.897 -0.202 -0.004
O 5.42370 -2.49331 -2.34341 -0.301 -0.773 -0.576
C 5.54762 -1.10008 -2.74784 0.050 -0.338 -0.538
C 4.83737 -0.24294 -1.71916 0.933 0.337 -0.489
C 4.57700 -4.91565 -2.56294 0.269 0.732 0.157
H 5.20285 -0.94026 -3.77162 -0.549 -0.352 0.138
H 6.61752 -0.90371 -2.82784 0.028 0.227 0.435
H 3.86737 -0.59135 -1.37649 0.096 -0.389 -0.081
H 4.68533 0.72717 -2.19698 0.070 0.157 0.284
H 5.54792 -0.14543 -0.89929 -0.477 0.239 0.375
H 5.12484 -5.11566 -1.64432 0.449 -0.335 -0.360
H 4.50482 -5.73546 -3.27131 -0.082 -0.248 0.292
H 3.62891 -4.53332 -2.19090 -0.186 0.038 -0.547
O 2.14171 7.72177 5.65760 -0.306 0.051 -0.401
S 1.38996 7.50713 4.45423 0.288 -1.042 -0.735
O 1.92917 7.89497 3.17691 -0.066 0.092 0.427
O 1.07104 5.89554 4.31655 -0.555 1.298 0.213
C 2.01805 5.00092 4.89837 1.756 -0.658 -0.148
C 1.89137 3.60148 4.28591 -1.085 0.095 -0.215
C -0.26912 8.10335 4.60228 0.086 -0.618 1.498
H 1.96513 4.95935 5.98628 -0.560 0.178 -0.034
H 3.02048 5.38335 4.68506 -0.010 0.011 0.003
H 0.87433 3.47283 3.90043 -0.093 0.004 0.191
H 2.00732 2.82599 5.03984 0.202 0.077 0.047
H 2.52742 3.37170 3.43187 0.339 0.362 0.153
H -0.46694 7.98618 5.67203 -0.143 -0.195 -0.074
H -0.92555 7.40991 4.08220 -0.094 0.387 -0.329
H -0.36998 9.17053 4.43594 0.228 -0.094 -0.715
O -2.36107 -7.38027 1.13859 0.342 0.618 -0.106
S -1.72725 -6.11879 1.43308 -0.132 -0.058 -0.970
O -0.36610 -6.10810 1.88748 -0.343 -0.083 0.286
O -1.77491 -5.12137 0.15864 -0.453 0.193 0.257
C -1.31278 -5.56823 -1.13015 -0.758 -0.947 0.002
C -1.81144 -4.71243 -2.28309 0.192 0.576 1.340
C -2.81161 -5.15194 2.48008 1.823 0.207 -0.022
H -1.73044 -6.57032 -1.25360 0.422 -0.189 -0.043
H -0.22368 -5.57463 -1.14587 0.031 -0.142 0.152
H -1.44164 -3.70106 -2.08945 0.366 0.007 -0.730
H -2.88979 -4.57363 -2.35754 -0.076 -0.597 0.045
H -1.39797 -5.23134 -3.14598 -0.064 0.549 -0.373
H -2.11438 -4.84067 3.26066 -0.378 -0.055 0.321
H -3.61046 -5.77607 2.85504 -0.232 0.173 -0.189
H -3.02304 -4.25454 1.90676 -0.680 -0.150 0.056
O 3.22613 -3.28392 -0.20225 0.059 -0.236 1.050
S 3.72291 -3.25649 1.14956 -0.354 -0.054 1.068
O 4.05123 -1.99729 1.78259 -0.015 -0.755 -0.792
O 2.67402 -4.01509 2.12869 0.761 0.793 -1.187
C 2.80311 -3.75837 3.56273 -0.452 -0.199 -0.472
C 2.92517 -5.07706 4.24483 -0.027 -1.018 1.018
C 5.10987 -4.36130 1.36378 0.260 0.685 0.019
H 1.87907 -3.23441 3.80491 0.101 0.008 0.299
H 3.64769 -3.12000 3.81605 0.001 0.126 -0.392
H 3.74499 -5.71563 3.90779 0.215 0.426 -0.262
H 2.05254 -5.72841 4.17494 -0.229 0.365 -0.149
H 3.11174 -4.90263 5.30958 -0.092 0.011 -0.015
H 5.95804 -3.92825 0.83318 -0.049 -0.050 -0.094
H 4.92936 -5.38859 1.06330 -0.326 0.107 -0.136
H 5.31996 -4.30848 2.43085 0.061 -0.117 0.007
```
Positions in Å, forces in eV/Å.

=====

Record 2
A single C3H6N2 molecule. Source: the OMol25 dataset; level of theory: ωB97M-V/def2-TZVPD.

Values from the calculation:
- multiplicity = 1
- SMILES = C=NN1CC1
- total charge = 0
- energy relative to the best compared isomer or geometry (same formula, charge and spin) (eV) = 3.5809
- HOMO level (eV) = -9.3
- energy (eV) = -6184.964

```
11
Properties=species:S:1:pos:R:3:forces:R:3
C 1.81457 0.07428 0.02848 -2.384 -1.093 -1.794
C -1.23450 -0.68772 0.21685 -2.364 -1.405 1.204
C -0.87100 0.74781 -0.16153 -0.295 -1.565 0.071
H 1.55718 1.19446 -0.03477 0.727 -1.779 0.089
H 2.83096 -0.30139 0.17483 -0.413 0.349 0.405
H -0.72996 -1.16157 1.13285 -1.002 1.134 -1.160
H -2.29638 -1.20732 0.02357 2.510 1.448 0.004
H -1.48547 1.41463 -0.75921 -0.118 -0.504 -0.019
H -0.23923 1.25287 0.53566 0.169 0.186 0.332
N 0.93867 -0.85675 -0.33129 3.584 2.091 0.496
N -0.28484 -0.46931 -0.82543 -0.413 1.139 0.372
```
Positions in Å, forces in eV/Å.

=====

Record 3
3 unconnected molecules or ions with the total composition C2H12NO2. Source: the OMol25 dataset; level of theory: ωB97M-V/def2-TZVPD.

Values from the calculation:
- multiplicity = 1
- total charge = +1
- energy relative to the best compared isomer or geometry (same formula, charge and spin) (eV) = 1.9210
- HOMO level (eV) = -13.8
- energy (eV) = -7846.225

```
17
Properties=species:S:1:pos:R:3:forces:R:3
C -1.63950 -0.43228 1.51065 1.130 2.079 1.008
N -1.45546 0.52344 0.34655 2.588 -0.312 -1.190
C -0.28969 0.00094 -0.68853 -0.494 4.823 1.160
H -1.38787 -1.45818 1.27888 -0.716 -0.131 -0.516
H -2.63640 -0.15440 1.87078 0.259 -0.962 0.310
H -0.82372 -0.10993 2.25458 -1.792 -0.340 -1.228
H -2.21406 0.63107 -0.29756 -1.189 -0.303 0.058
H -1.30034 1.49086 0.72770 0.394 -1.190 -0.510
H -0.63708 -0.89035 -1.06891 -0.683 -1.901 -0.769
H -0.13868 0.82472 -1.48269 -0.453 -1.460 1.232
H 0.58456 -0.03958 -0.07714 0.582 -0.389 0.255
H 2.57603 -1.47017 -4.78536 0.161 0.229 -0.016
H 3.40434 -0.51309 -3.90539 -0.246 -0.082 -0.547
O 2.84742 -0.54540 -4.70321 0.086 -0.159 0.585
H 1.48071 1.39248 3.14681 -1.111 -1.472 -1.163
H 0.68263 0.02927 3.26913 0.789 1.066 -0.711
O 0.94712 0.72061 2.60372 0.696 0.504 2.042
```
Positions in Å, forces in eV/Å.

=====

Record 4
A single C3H8NO2 molecule. Source: the OMol25 dataset; level of theory: ωB97M-V/def2-TZVPD.

Values from the calculation:
- multiplicity = 2
- total charge = 0
- energy relative to the best compared isomer or geometry (same formula, charge and spin) (eV) = 2.3050
- HOMO level (spin up / spin down) (eV) = -3.8 / -10.6
- energy (eV) = -8821.380

```
14
Properties=species:S:1:pos:R:3:forces:R:3
O -0.44332 0.12192 -2.02993 1.641 -2.554 -2.834
C 0.27014 -0.24050 -0.94481 -0.274 0.487 1.926
C 0.21899 0.91253 -0.06514 0.792 1.436 1.123
N 0.21220 0.42615 1.35123 0.144 -1.338 -1.561
C -1.01375 -0.09117 1.92095 -2.074 -6.534 -0.447
O 0.90816 -1.25741 -0.68081 -0.487 0.527 -1.215
H -0.02634 -0.47911 -2.73233 -1.320 1.042 0.708
H -0.52589 1.65595 -0.32929 -0.458 -0.443 0.314
H 1.15180 1.57164 -0.06341 0.240 -0.596 -0.010
H 1.13526 -0.14315 1.51765 -1.343 0.086 -0.314
H 0.33318 1.12349 2.00362 1.376 3.304 1.513
H -1.71060 -0.90082 1.30198 2.395 2.223 0.792
H -1.75345 0.53995 2.31431 -0.252 1.756 0.239
H -0.66036 -0.75227 2.74884 -0.379 0.605 -0.233
```
Positions in Å, forces in eV/Å.

=====

Q: What is the multiplicity in the first record?
A: 1

=====

Repeat the fourth record exactly.
A single C3H8NO2 molecule. Source: the OMol25 dataset; level of theory: ωB97M-V/def2-TZVPD.

Values from the calculation:
- multiplicity = 2
- total charge = 0
- energy relative to the best compared isomer or geometry (same formula, charge and spin) (eV) = 2.3050
- HOMO level (spin up / spin down) (eV) = -3.8 / -10.6
- energy (eV) = -8821.380

```
14
Properties=species:S:1:pos:R:3:forces:R:3
O -0.44332 0.12192 -2.02993 1.641 -2.554 -2.834
C 0.27014 -0.24050 -0.94481 -0.274 0.487 1.926
C 0.21899 0.91253 -0.06514 0.792 1.436 1.123
N 0.21220 0.42615 1.35123 0.144 -1.338 -1.561
C -1.01375 -0.09117 1.92095 -2.074 -6.534 -0.447
O 0.90816 -1.25741 -0.68081 -0.487 0.527 -1.215
H -0.02634 -0.47911 -2.73233 -1.320 1.042 0.708
H -0.52589 1.65595 -0.32929 -0.458 -0.443 0.314
H 1.15180 1.57164 -0.06341 0.240 -0.596 -0.010
H 1.13526 -0.14315 1.51765 -1.343 0.086 -0.314
H 0.33318 1.12349 2.00362 1.376 3.304 1.513
H -1.71060 -0.90082 1.30198 2.395 2.223 0.792
H -1.75345 0.53995 2.31431 -0.252 1.756 0.239
H -0.66036 -0.75227 2.74884 -0.379 0.605 -0.233
```
Positions in Å, forces in eV/Å.

=====

Q: The highest multiplicity belongs to which entry?
A: C3H8NO2

=====

Repeat the second record exactly.
A single C3H6N2 molecule. Source: the OMol25 dataset; level of theory: ωB97M-V/def2-TZVPD.

Values from the calculation:
- multiplicity = 1
- SMILES = C=NN1CC1
- total charge = 0
- energy relative to the best compared isomer or geometry (same formula, charge and spin) (eV) = 3.5809
- HOMO level (eV) = -9.3
- energy (eV) = -6184.964

```
11
Properties=species:S:1:pos:R:3:forces:R:3
C 1.81457 0.07428 0.02848 -2.384 -1.093 -1.794
C -1.23450 -0.68772 0.21685 -2.364 -1.405 1.204
C -0.87100 0.74781 -0.16153 -0.295 -1.565 0.071
H 1.55718 1.19446 -0.03477 0.727 -1.779 0.089
H 2.83096 -0.30139 0.17483 -0.413 0.349 0.405
H -0.72996 -1.16157 1.13285 -1.002 1.134 -1.160
H -2.29638 -1.20732 0.02357 2.510 1.448 0.004
H -1.48547 1.41463 -0.75921 -0.118 -0.504 -0.019
H -0.23923 1.25287 0.53566 0.169 0.186 0.332
N 0.93867 -0.85675 -0.33129 3.584 2.091 0.496
N -0.28484 -0.46931 -0.82543 -0.413 1.139 0.372
```
Positions in Å, forces in eV/Å.